The following is a quantum chemistry calculation of a structure of composition C38H41N8O2Pb, from the OMol25 dataset.

Output
charge: +3
total energy: -2253.17705 Eh
HOMO: -0.576 hartree
E_LUMO: -9.84 eV
frontier orbital gap: 0.21425 Ha

Geometry (Å):
1 Pb 0.503 0.417 0.389
2 C 0.608 -3.938 0.732
3 N 1.417 -3.059 -0.135
4 C 2.663 -2.602 0.511
5 C 1.133 -2.916 -1.404
6 C 0.198 -3.778 -2.071
7 C 0.251 -3.880 -3.416
8 C 1.139 -3.070 -4.234
9 C 1.916 -2.135 -3.677
10 C 1.840 -1.893 -2.234
11 N 2.113 -0.783 -1.653
12 C 2.892 0.213 -2.287
13 C 4.113 -0.156 -2.868
14 C 4.960 0.786 -3.417
15 C 4.580 2.121 -3.413
16 C 3.378 2.495 -2.832
17 C 2.535 1.568 -2.231
18 N 1.279 2.012 -1.639
19 C 0.258 2.196 -2.698
20 C 1.430 3.289 -0.900
21 H 0.918 -4.977 0.615
22 H -0.449 -3.833 0.509
23 H 0.778 -3.635 1.762
24 H 3.064 -3.452 1.061
25 H 2.476 -1.800 1.225
26 H 3.388 -2.272 -0.223
27 H -0.438 -4.443 -1.510
28 H -0.382 -4.610 -3.905
29 H 1.124 -3.193 -5.309
30 H 2.489 -1.456 -4.290
31 H 4.407 -1.199 -2.844
32 H 5.907 0.482 -3.841
33 H 5.217 2.873 -3.860
34 H 3.101 3.540 -2.846
35 H 0.545 3.005 -3.376
36 H -0.700 2.451 -2.242
37 H 0.147 1.282 -3.278
38 H 1.581 4.137 -1.570
39 H 2.267 3.223 -0.208
40 H 0.516 3.476 -0.335
41 N 1.333 2.215 3.601
42 C 0.044 2.505 3.161
43 C -0.800 3.141 4.086
44 C -2.087 3.451 3.729
45 C -2.537 3.133 2.443
46 C -1.659 2.508 1.608
47 N -0.387 2.180 1.944
48 C 2.544 1.951 2.956
49 C 3.711 2.321 3.640
50 C 4.933 2.077 3.065
51 C 4.983 1.471 1.806
52 C 3.796 1.133 1.215
53 N 2.583 1.348 1.772
54 H 1.481 2.548 4.542
55 H -0.425 3.393 5.070
56 H -2.741 3.945 4.436
57 H -3.539 3.367 2.116
58 H -1.967 2.228 0.603
59 H 3.641 2.809 4.605
60 H 5.842 2.364 3.578
61 H 5.922 1.274 1.308
62 H 3.789 0.658 0.236
63 O -6.277 -0.970 -2.259
64 C -5.224 -0.876 -3.187
65 C -3.925 -0.852 -2.433
66 C -2.708 -0.824 -3.104
67 C -1.550 -0.752 -2.362
68 N -1.515 -0.738 -1.022
69 C -2.690 -0.835 -0.368
70 C -3.900 -0.860 -1.046
71 C -2.645 -0.953 1.126
72 C -3.774 -1.291 1.859
73 C -3.703 -1.397 3.242
74 C -4.950 -1.657 4.046
75 O -5.570 -0.387 4.168
76 C -2.478 -1.178 3.853
77 C -1.396 -0.849 3.059
78 N -1.467 -0.735 1.730
79 H -7.122 -0.969 -2.723
80 H -5.288 0.038 -3.788
81 H -5.210 -1.722 -3.881
82 H -2.660 -0.843 -4.186
83 H -0.589 -0.696 -2.865
84 H -4.844 -0.886 -0.523
85 H -4.721 -1.469 1.370
86 H -4.689 -2.082 5.018
87 H -5.589 -2.369 3.518
88 H -6.342 -0.463 4.741
89 H -2.368 -1.246 4.927
90 H -0.428 -0.646 3.509